Record 1
This record from the Open Molecules 2025 dataset describes a molecular structure, C24H22Br4KN7O2SSe at a distorted geometry. The level of theory is ωB97M-V/def2-TZVPD.

XYZ file:
```
62
Properties=species:S:1:pos:R:3:mulliken_charge:R:1
Br 4.912 -0.056 -6.985 -0.25
Br 4.972 3.132 -6.052 -0.25
Br 3.045 -2.217 -5.243 -0.23
Br 3.129 4.085 -3.424 -0.23
Se -3.359 -3.085 2.165 -0.21
K 0.359 0.096 -1.140 0.93
S -1.943 3.363 3.278 -0.26
O 1.558 1.802 -2.310 -0.79
O 1.605 -0.863 -3.005 -0.59
N -2.701 -1.371 2.338 -0.98
N -2.380 0.642 -0.079 -0.06
N 0.467 -2.555 -0.319 -0.35
N -0.732 -0.384 3.130 0.53
N -1.760 -3.835 2.652 -1.00
N -1.663 -1.410 -2.104 0.12
N 1.025 1.564 1.437 0.23
C -0.918 -2.850 2.929 0.80
C -0.832 2.089 2.884 0.98
C -2.975 -1.275 -1.512 -0.50
C 2.639 3.218 0.791 -0.79
C 3.906 1.864 -5.117 0.04
C 1.144 -1.775 3.633 -0.50
C -3.078 2.266 3.939 -0.40
C -0.641 -3.326 -0.875 -0.31
C 2.294 -0.019 -3.673 -0.07
C -3.284 0.166 -1.122 -0.90
C 3.116 2.271 -4.022 0.03
C 2.036 4.146 1.619 -0.49
C -1.361 0.867 3.232 -0.33
C 0.415 -2.959 3.332 -0.99
C -1.124 -2.757 -2.204 -0.91
C -1.488 -1.487 2.775 1.37
C 0.925 3.768 2.353 -1.03
C 0.423 2.472 2.213 0.17
C 3.885 0.543 -5.500 0.16
C -2.655 0.987 3.839 -0.91
C 3.087 -0.368 -4.776 -0.09
C 2.283 1.413 -3.286 0.19
C 0.614 -0.541 3.547 -0.62
C 2.108 1.937 0.764 -0.38
H -2.615 1.585 0.208 0.21
H -1.451 -3.329 -0.143 -0.04
H -3.171 0.810 -2.002 0.38
H 2.177 -1.851 3.950 0.34
H -1.585 -0.932 -2.993 0.24
H 2.415 5.158 1.688 0.40
H 0.870 -3.935 3.433 0.37
H -3.217 0.130 4.173 0.40
H 0.441 4.471 3.019 0.43
H 1.248 -2.533 -0.969 0.22
H -0.389 -4.382 -1.055 0.41
H -3.784 -1.642 -2.170 0.33
H -1.861 -3.467 -2.622 0.32
H -4.005 2.620 4.359 0.45
H 0.773 -2.941 0.567 0.18
H -2.457 0.046 0.744 -0.11
H -4.346 0.207 -0.832 0.43
H 1.142 0.373 3.756 0.45
H -3.007 -1.891 -0.609 0.05
H 3.478 3.466 0.157 0.41
H -0.278 -2.709 -2.895 0.38
H 2.571 1.188 0.133 0.58
```

Its frontier orbital gap is 4.37 eV. As for the net charge: -2. As for the energy above the lowest of the compared OMol25 structures with the same formula, charge and spin: 0.0 kcal per mole. The value obtained for the HOMO energy is -0.76 eV.

***

Record 2
This record from the Open Molecules 2025 dataset describes a molecular structure, C24H22BrClFeN3O5SSi. The level of theory is ωB97M-V/def2-TZVPD.

XYZ file:
```
59
Properties=species:S:1:pos:R:3:mulliken_charge:R:1
Br -6.091 -3.856 1.275 -0.26
Fe 0.172 -0.255 0.411 -0.60
Cl 2.399 1.556 2.064 1.77
S 2.071 -1.484 -0.401 -0.63
Si 3.649 -4.364 0.652 0.33
O 3.373 0.906 2.884 -0.71
O 1.220 0.675 1.963 -0.57
O 1.966 2.785 2.674 -0.70
O -1.052 -1.275 -0.765 -0.64
O 2.919 1.814 0.745 -0.63
N -1.429 0.627 1.154 0.47
N 0.399 -1.924 1.461 0.30
N 0.246 1.526 -0.575 0.43
C -4.098 -1.821 1.198 -0.58
C -0.355 2.481 0.192 0.53
C 1.498 -2.460 0.895 -0.04
C 3.396 -4.870 -1.139 -1.02
C 1.310 3.270 -1.812 -0.85
C -2.610 -3.017 -0.823 -0.85
C -0.719 4.757 0.934 -0.87
C -0.113 3.849 0.031 0.95
C -1.800 2.915 2.074 -0.38
C 0.751 4.230 -1.022 -0.70
C 0.300 -3.678 3.051 -1.33
C -0.180 -2.505 2.508 -0.18
C -4.497 -3.012 0.665 -0.18
C -2.111 -1.788 -0.279 0.71
C 2.073 -3.655 1.389 0.38
C -3.746 -3.614 -0.357 -0.38
C -2.603 0.117 1.238 -0.02
C -2.905 -1.208 0.770 0.12
C 1.441 -4.239 2.473 0.28
C 1.047 1.910 -1.532 -0.21
C -1.526 4.294 1.934 -0.83
C 4.088 -5.916 1.635 -1.13
C 5.065 -3.149 0.814 -1.00
C -1.236 2.023 1.207 -0.19
H 1.842 -5.156 2.892 0.33
H 4.994 -6.368 1.224 0.29
H 5.996 -3.582 0.439 0.33
H 1.987 3.524 -2.614 0.37
H 2.593 -5.606 -1.222 0.33
H -0.191 -4.133 3.899 0.38
H 1.539 1.120 -2.085 0.50
H -1.963 4.989 2.639 0.38
H 3.294 -6.665 1.587 0.30
H -0.513 5.815 0.834 0.38
H -1.055 -2.006 2.908 0.44
H 3.125 -4.005 -1.744 0.30
H 0.968 5.279 -1.180 0.40
H 5.212 -2.869 1.859 0.33
H -2.435 2.565 2.878 0.49
H -4.695 -1.337 1.963 0.46
H -3.435 0.736 1.584 0.43
H 4.309 -5.312 -1.547 0.33
H 4.280 -5.691 2.686 0.30
H 4.851 -2.236 0.256 0.30
H -2.025 -3.471 -1.612 0.46
H -4.078 -4.555 -0.778 0.39
```

Its frontier orbital gap is 6.55 eV. As for the net charge: -1. As for the energy above the lowest of the compared OMol25 structures with the same formula, charge and spin: 0.0 kcal per mole. The value obtained for the HOMO energy is -4.42 eV.

***

Record 3
This record from the Open Molecules 2025 dataset describes a molecular structure, C24H22BrCoN5O6S. The level of theory is ωB97M-V/def2-TZVPD.

XYZ file:
```
60
Properties=species:S:1:pos:R:3:mulliken_charge:R:1
Br 0.963 1.979 3.189 -0.11
Co -0.415 -0.593 0.786 0.55
S -0.668 -1.578 3.316 -0.37
O -1.246 1.054 1.411 -0.86
O 0.282 -2.039 -0.239 -0.67
O 4.039 -3.654 0.521 -0.53
O 0.397 2.522 -2.552 -0.85
O -3.370 0.405 -0.573 -0.64
O -2.158 -1.277 0.331 -0.42
N 2.368 -1.262 0.528 -0.09
N -0.433 1.710 -0.585 0.05
N 1.698 -0.183 0.977 0.10
N -2.213 2.865 0.480 0.46
N -2.861 -0.079 4.304 -0.83
C -4.371 -1.737 -0.265 -1.31
C 2.935 -4.185 1.161 0.90
C -3.198 -0.755 -0.184 0.77
C 4.502 4.669 -2.237 -0.39
C 3.026 3.794 -0.013 0.25
C 2.296 0.947 0.876 -0.51
C -0.421 2.591 -1.627 0.30
C -2.280 3.735 -0.565 -0.01
C 3.272 5.242 -1.939 -0.57
C -1.428 3.663 -1.598 -0.93
C -3.215 2.850 1.532 -1.14
C -1.279 1.843 0.428 0.59
C -1.960 -0.684 3.878 0.52
C 1.551 -2.393 -0.018 0.28
C 0.582 -4.135 1.537 -0.39
C 0.689 -5.227 2.393 -0.96
C 2.551 4.815 -0.837 -0.31
C 3.059 -5.282 2.000 -0.77
C 1.698 -3.593 0.925 0.06
C 2.234 3.404 1.169 -0.68
C 4.999 3.671 -1.413 -0.64
C 4.271 3.242 -0.312 -0.08
C 1.929 -5.801 2.624 -0.45
C 1.905 2.171 1.558 0.26
H -4.014 -2.738 -0.505 0.30
H -5.099 -1.396 -1.000 0.33
H -2.930 3.505 2.360 0.28
H 4.688 2.487 0.343 0.50
H 1.581 5.247 -0.623 0.33
H -3.305 1.836 1.912 0.30
H -0.194 -5.608 2.890 0.39
H 3.207 -1.043 0.001 0.20
H 5.962 3.222 -1.625 0.35
H 2.028 -6.649 3.292 0.33
H -3.065 4.480 -0.498 0.36
H -4.171 3.170 1.118 0.41
H 3.169 1.008 0.231 0.18
H -4.848 -1.777 0.717 0.27
H -1.480 4.357 -2.424 0.39
H 4.818 -4.118 0.840 0.27
H 1.822 4.229 1.739 0.44
H -0.370 -3.656 1.342 0.65
H 5.064 4.995 -3.103 0.36
H 2.866 6.016 -2.578 0.34
H 2.070 -2.666 -0.958 0.20
H 4.037 -5.725 2.170 0.22
```

Its frontier orbital gap (spin up / spin down) is 5.80 / 5.91 eV. As for the net charge: -2. As for the energy above the lowest of the compared OMol25 structures with the same formula, charge and spin: 13.1 kcal per mole. The expectation value of S² is 0.890. The value obtained for the HOMO energy (spin up / spin down) is -1.60 / -1.71 eV. As for the multiplicity: 2.

***

Record 4
This record from the Open Molecules 2025 dataset describes a molecular structure, C24H22BrCrN4O7. The level of theory is ωB97M-V/def2-TZVPD.

XYZ file:
```
59
Properties=species:S:1:pos:R:3:mulliken_charge:R:1
Br 2.944 0.858 -0.408 -0.12
Cr 0.423 0.772 -0.165 -0.31
O -0.938 0.912 3.570 -0.84
O 1.136 -2.399 1.772 -0.63
O 0.146 -0.274 -2.036 -0.52
O -5.348 0.647 2.536 -0.61
O 0.401 0.953 1.768 -0.48
O -0.231 -4.795 -2.083 -0.62
O -3.612 0.547 3.931 -0.54
N -1.595 0.745 0.066 0.51
N 0.032 -2.557 -2.106 0.12
N -3.739 0.687 0.300 0.02
N 0.542 -1.317 -0.145 0.71
C -0.473 5.002 -0.570 -1.25
C 1.829 3.444 -0.429 0.36
C 3.042 -3.823 -0.835 -1.08
C 0.736 5.621 -0.492 -0.78
C 3.204 5.476 -0.346 -0.94
C 3.059 2.750 -0.359 0.87
C -1.893 0.736 1.417 -0.25
C 0.782 -2.456 0.620 -0.88
C -0.417 -4.653 0.800 -1.44
C -1.811 -4.029 0.894 -1.14
C 4.348 4.738 -0.285 -0.50
C 0.082 -3.798 -1.478 -0.08
C 0.560 2.784 -0.496 0.47
C 0.245 -1.380 -1.445 0.60
C 0.582 -3.834 -0.036 2.52
C -0.748 0.855 2.363 1.16
C 1.952 -4.542 -0.041 -1.48
C -2.737 0.715 -0.599 0.12
C 4.280 3.324 -0.289 -0.77
C -3.232 0.682 1.576 0.08
C -0.553 3.586 -0.579 -0.15
C -4.156 0.634 2.740 0.45
C 1.929 4.855 -0.421 0.98
C -2.931 0.758 -2.076 -1.50
H 0.807 6.704 -0.485 0.37
H -0.234 -2.528 -3.076 0.29
H -1.966 0.749 -2.566 0.26
H -1.775 -3.032 1.345 0.20
H 0.017 -4.758 1.792 0.47
H 2.795 -3.753 -1.900 0.27
H -3.507 -0.104 -2.420 0.42
H -2.468 -4.639 1.517 0.49
H 2.248 -4.633 1.004 0.46
H 3.988 -4.360 -0.758 0.48
H -3.472 1.662 -2.366 0.39
H 3.212 -2.810 -0.455 0.17
H -2.281 -3.950 -0.092 0.27
H 1.793 -5.546 -0.435 0.48
H -4.730 0.660 0.113 0.27
H -1.385 5.591 -0.621 0.41
H 5.181 2.721 -0.239 0.42
H -0.481 -5.643 0.348 0.47
H -1.542 3.145 -0.640 0.17
H -2.606 0.515 3.880 0.43
H 5.316 5.222 -0.232 0.38
H 3.252 6.560 -0.342 0.37
```

Its frontier orbital gap (spin up / spin down) is 7.43 / 7.91 eV. The expectation value of S² is 0.758. The value obtained for the HOMO energy (spin up / spin down) is -8.64 / -8.64 eV. As for the multiplicity: 2.

***

Computed DFT total energy (eV) in order:
-412449.213 -175616.384 -163487.207 -144005.820